[1]
Below is C56H48Cl3GeMgN2O3PS as an isolated structure, with properties calculated with ωB97M-V with the def2-TZVPD basis set.

The total charge is -2. As for the energy above the lowest of the compared OMol25 structures with the same formula, charge and spin: 0.0 kcal/mol. As for the HOMO-LUMO gap: 3.0 eV. The calculation puts the total energy at -6894.20229 Eh.

CARTESIAN COORDINATES (ANGSTROEM)
Mg  -0.18144  0.37907  -0.74429
C  -4.14894  -0.24276  -1.87097
C  -3.06936  -0.18196  -0.75961
O  -2.00782  -0.55850  -1.09198
C  -3.15016  0.88745  0.23710
C  -4.58833  1.29117  0.51945
C  -4.96649  1.95326  1.64675
C  -3.84604  2.12258  2.61530
C  -2.54455  1.82598  2.37625
C  -2.20315  1.20821  1.18055
O  -0.91893  1.21486  0.93821
H  -4.08810  0.97937  -2.31440
H  -5.22413  -0.31709  -1.74375
H  -3.95350  -0.50420  -2.93603
H  -5.37242  0.85572  -0.03047
H  -6.06604  2.27599  1.94756
H  -4.30636  2.87094  3.48091
H  -1.92116  1.71888  3.10399
C  4.40307  0.13776  -1.67837
P  2.94343  -0.34269  -0.95060
C  2.50766  -2.09301  -1.17678
C  3.44671  -3.08868  -1.01888
C  3.21745  -4.44553  -1.56774
C  1.99966  -4.91026  -1.78718
C  0.94788  -3.79312  -1.63586
C  1.22369  -2.49012  -1.61674
C  3.58486  -0.07181  0.68999
C  4.38867  -0.96137  1.25227
C  4.32243  -0.69260  2.85104
C  3.87392  0.44713  3.41389
C  3.33974  1.54705  2.50407
C  3.00887  1.18057  1.27478
H  2.37777  4.59839  -4.33760
H  4.32370  0.17270  -2.76629
H  5.48640  0.62406  -1.62425
H  4.48561  -2.59596  -1.31843
H  4.14670  -5.11007  -1.72917
H  1.70792  -6.05958  -1.90571
H  -0.12770  -4.11602  -1.64382
H  0.34024  -1.92890  -1.70643
H  5.01632  -1.82432  0.92468
H  4.28147  -1.74496  3.17998
H  3.81701  0.94212  4.33616
H  3.01054  2.36552  2.94931
H  2.43117  1.87608  0.73647
Cl  -7.01799  -2.49713  4.77324
C  -5.35980  -2.30818  4.70490
C  -4.75070  -1.26782  4.15550
C  -3.41245  -1.38021  4.02050
C  -2.50614  -2.50772  4.29190
C  -1.06058  -2.54417  3.90534
C  -0.27511  -1.16462  3.34932
N  0.58017  -0.73871  4.48724
C  1.22458  -1.69740  5.33749
C  1.77391  -0.88279  6.42743
N  1.23232  0.29219  6.32606
C  0.54545  0.32493  5.25413
O  -0.73457  -3.69089  2.99235
C  -1.08343  -3.46928  1.59349
C  -2.55363  -3.77838  1.23944
C  -2.88178  -4.90339  0.60588
Cl  -1.86838  -6.28188  0.56808
S  -4.72483  -5.23497  0.64890
C  -4.91394  -3.52730  1.01255
C  -3.56643  -2.86300  1.17373
C  -3.29448  -3.60496  4.82984
Cl  -2.32812  -4.97624  5.60222
C  -4.59385  -3.59571  4.75740
H  -5.34230  -0.37980  3.91526
H  -2.91194  -0.45610  3.49216
H  -0.33137  -2.90440  4.74454
H  -0.91725  -0.36734  3.16766
H  0.63692  -1.27376  2.67602
H  1.35604  -2.77467  5.04585
H  2.38454  -1.28516  7.26397
H  0.23272  1.22940  4.89422
H  -0.39328  -4.19224  0.98671
H  -1.05864  -2.45628  1.15772
H  -5.91874  -2.99460  1.09362
H  -3.64154  -1.87303  1.18186
H  -5.28028  -4.44540  5.21094
C  1.75119  0.65011  -1.42070
Ge  1.98259  2.04756  -2.63598
C  2.59096  1.25203  -4.26992
C  2.35369  1.83486  -5.44373
C  2.74660  1.37605  -6.63479
C  3.38806  0.12765  -6.70864
C  3.65281  -0.59693  -5.59222
C  3.28917  0.04545  -4.37167
C  2.60458  3.91788  -2.28094
C  3.38049  4.35285  -1.22345
C  3.42638  5.65399  -0.72619
C  3.21417  6.71867  -2.07552
C  2.66568  6.47465  -3.38400
C  2.03100  4.95585  -3.32338
C  -0.07405  2.69077  -3.17771
C  -0.60911  2.70438  -4.49596
C  -2.03167  2.64062  -4.72665
C  -2.92440  2.79696  -3.68902
C  -2.33702  2.91322  -2.47437
C  -0.98000  2.78142  -2.19523
H  1.71705  2.89699  -5.45060
H  2.54212  1.75970  -7.61554
H  3.67573  -0.07352  -7.63531
H  4.08330  -1.60315  -5.72682
H  3.50975  -0.68872  -3.59090
H  4.03087  3.53823  -1.01717
H  4.57261  5.90931  -0.74354
H  3.50665  7.63589  -1.85341
H  1.91355  7.31917  -3.57804
H  0.92152  5.09012  -3.22512
H  0.10520  2.53651  -5.32052
H  -2.19489  2.62052  -5.86726
H  -3.99529  2.87979  -3.85566
H  -2.81471  3.31081  -1.64988
H  -0.88799  2.59995  -1.11096

Atomic partial charges in e from the Löwdin method, atoms 1 to 99: number 1, Mg, carries 0.70; number 2, C, carries 0.00; number 3, C, carries -0.44; number 4, O, carries 0.02; number 5, C, carries -0.09; number 6, C, carries -0.04; number 7, C, carries -0.11; number 8, C, carries -0.08; number 9, C, carries -0.05; number 10, C, carries -0.39; number 11, O, carries -0.12; number 12, H, carries 0.15; number 13, H, carries 0.05; number 14, H, carries 0.08; number 15, H, carries 0.07; number 16, H, carries 0.13; number 17, H, carries 0.15; number 18, H, carries 0.05; number 19, C, carries -0.29; number 20, P, carries 0.56; number 21, C, carries -0.29; number 22, C, carries -0.10; number 23, C, carries -0.16; number 24, C, carries -0.11; number 25, C, carries -0.10; number 26, C, carries -0.13; number 27, C, carries -0.34; number 28, C, carries -0.05; number 29, C, carries -0.09; number 30, C, carries -0.11; number 31, C, carries -0.06; number 32, C, carries -0.07; number 33, H, carries 0.06; number 34, H, carries -0.09; number 35, H, carries 0.04; number 36, H, carries 0.12; number 37, H, carries 0.11; number 38, H, carries 0.13; number 39, H, carries 0.10; number 40, H, carries 0.05; number 41, H, carries 0.10; number 42, H, carries 0.07; number 43, H, carries 0.06; number 44, H, carries 0.05; number 45, H, carries 0.07; number 46, Cl, carries 0.72; number 47, C, carries -0.71; number 48, C, carries -0.15; number 49, C, carries -0.01; number 50, C, carries -0.12; number 51, C, carries -0.19; number 52, C, carries 0.02; number 53, N, carries -0.06; number 54, C, carries -0.05; number 55, C, carries -0.16; number 56, N, carries 0.03; number 57, C, carries -0.25; number 58, O, carries -0.13; number 59, C, carries -0.13; number 60, C, carries -0.36; number 61, C, carries -0.87; number 62, Cl, carries 0.65; number 63, S, carries 0.90; number 64, C, carries -0.37; number 65, C, carries -0.11; number 66, C, carries -0.53; number 67, Cl, carries 0.61; number 68, C, carries -0.14; number 69, H, carries 0.12; number 70, H, carries 0.13; number 71, H, carries 0.11; number 72, H, carries 0.06; number 73, H, carries 0.17; number 74, H, carries 0.12; number 75, H, carries 0.10; number 76, H, carries 0.11; number 77, H, carries 0.12; number 78, H, carries 0.12; number 79, H, carries 0.08; number 80, H, carries 0.04; number 81, H, carries 0.14; number 82, C, carries -0.54; number 83, Ge, carries 0.92; number 84, C, carries -0.27; number 85, C, carries -0.19; number 86, C, carries -0.11; number 87, C, carries -0.13; number 88, C, carries -0.07; number 89, C, carries -0.11; number 90, C, carries -0.31; number 91, C, carries -0.33; number 92, C, carries -0.19; number 93, C, carries -0.13; number 94, C, carries -0.16; number 95, C, carries -0.25; number 96, C, carries -0.20; number 97, C, carries -0.08; number 98, C, carries -0.10; number 99, C, carries -0.15

[2]
Below is C56H48N12O2S3Sn as an isolated structure, with properties calculated with ωB97M-V with the def2-TZVPD basis set.

The total charge is +4. As for the energy above the lowest of the compared OMol25 structures with the same formula, charge and spin: 0.0 kcal/mol. As for the HOMO-LUMO gap (alpha / beta): 7.3 / 4.0 eV. The calculation puts the total energy at -4377.63096 Eh.

CARTESIAN COORDINATES (ANGSTROEM)
Sn  -0.12930  -0.35882  0.51873
C  -6.15368  -0.07873  1.44576
N  -4.68863  0.15264  1.55778
C  -3.69899  -0.38301  0.84724
N  -2.50714  -0.05788  1.34421
C  -2.85417  0.72246  2.43592
N  -4.16123  0.86583  2.57918
C  -6.51905  -1.52618  1.70651
C  -7.69673  -2.00737  1.11910
C  -8.16029  -3.26902  1.41256
C  -7.42531  -4.11421  2.22379
C  -6.23680  -3.64704  2.77581
C  -5.81394  -2.34766  2.54894
C  -5.52250  -4.52492  3.64869
N  -6.05045  -5.53766  4.31617
N  -5.01828  -6.03645  5.12693
C  -3.96940  -5.26617  4.87213
O  -4.23107  -4.30369  3.95280
C  -2.68373  -5.41719  5.43380
C  -2.56180  -6.14415  6.59988
C  -1.30446  -6.38065  7.13228
C  -0.16223  -5.91584  6.52182
C  -0.28701  -5.16939  5.32231
C  1.00806  -4.74227  4.65086
N  0.84486  -4.00396  3.35960
C  0.40259  -2.76745  3.12706
N  0.29397  -2.52050  1.80717
C  0.67926  -3.73473  1.27481
N  1.00496  -4.62745  2.16885
C  -1.54441  -4.91895  4.80910
H  -6.44267  0.24908  0.43761
H  -6.59487  0.60238  2.17047
H  -3.87660  -1.04921  0.01531
H  -2.19241  1.21472  3.11968
H  -8.29003  -1.38414  0.47462
H  -9.08699  -3.60989  0.97138
H  -7.75817  -5.13650  2.43695
H  -4.91677  -1.99181  3.06668
H  -3.43970  -6.54715  7.09033
H  -1.19076  -6.94327  8.05333
H  0.81879  -6.15516  6.93978
H  1.65481  -5.58426  4.40822
H  1.59833  -4.09039  5.29857
H  0.16262  -2.11859  3.96540
H  0.72105  -3.95009  0.21631
H  -1.69029  -4.39491  3.87711
N  1.77312  -0.65839  -0.08076
S  2.82280  -0.18180  -1.09538
N  2.96931  1.36441  -1.42299
S  2.14286  2.18651  -2.46885
N  0.62694  2.12053  -2.16859
S  -0.14759  2.61776  -0.88031
N  -0.23197  1.60725  0.24235
C  0.55682  4.04422  -0.15879
C  1.60299  3.90568  0.75066
C  2.19283  5.05135  1.22660
C  1.72928  6.29788  0.83416
C  0.67945  6.41259  -0.09220
C  0.08064  5.27503  -0.58252
C  -1.71799  3.05567  -1.49420
C  -2.62696  3.39608  -0.49614
C  -3.85699  3.82847  -0.91386
C  -4.11289  3.93792  -2.28036
C  -3.16480  3.65182  -3.25735
C  -1.91763  3.19917  -2.85934
C  2.74864  3.83256  -2.49538
C  2.04956  4.66519  -3.36293
C  2.42219  6.00005  -3.43162
C  3.46995  6.46796  -2.64810
C  4.16301  5.59979  -1.83243
C  3.82450  4.26516  -1.74716
C  2.31062  1.67536  -4.14939
C  1.25964  1.13113  -4.86010
C  1.52917  0.75277  -6.16685
C  2.80239  0.91233  -6.72106
C  3.83287  1.48913  -5.98103
C  3.58062  1.87356  -4.67223
C  2.61309  -1.08518  -2.56479
C  3.70679  -1.17710  -3.40185
C  3.51111  -1.83388  -4.60439
C  2.25743  -2.36976  -4.88530
C  1.17965  -2.28784  -4.01719
C  1.36185  -1.62669  -2.80954
C  4.41249  -0.57899  -0.44551
C  4.73535  -1.92686  -0.51978
C  5.97959  -2.33888  -0.05225
C  6.80975  -1.42546  0.58364
C  6.49775  -0.05919  0.59061
C  5.28480  0.38689  0.07575
H  1.96365  2.93656  1.05353
H  3.02288  4.96025  1.92374
H  2.22583  7.18771  1.21857
H  0.32140  7.39720  -0.38849
H  -0.73801  5.35367  -1.27994
H  -2.37188  3.30045  0.55305
H  -4.63900  4.07712  -0.19655
H  -5.09069  4.27816  -2.61758
H  -3.40387  3.74926  -4.31044
H  -1.13697  2.96291  -3.57421
H  1.22864  4.28617  -3.96105
H  1.90484  6.68107  -4.08724
H  3.76858  7.50931  -2.64930
H  4.98918  5.95153  -1.21995
H  4.38724  3.59945  -1.10798
H  0.29151  1.02484  -4.39453
H  0.74365  0.30424  -6.79725
H  2.95733  0.59594  -7.73996
H  4.81191  1.65016  -6.41550
H  4.36817  2.34607  -4.09322
H  4.67721  -0.76061  -3.13796
H  4.33497  -1.93307  -5.29875
H  2.10888  -2.89451  -5.81546
H  0.23964  -2.77094  -4.27025
H  0.59160  -1.57991  -2.06815
H  4.04293  -2.64355  -0.94839
H  6.27750  -3.37381  -0.13443
H  7.75764  -1.74990  1.01273
H  7.22399  0.63472  0.99508
H  5.01724  1.42351  0.11082
O  0.37415  0.20300  2.41911
H  1.04175  -0.34781  2.87870
H  0.63566  1.13624  2.47642

Atomic partial charges in e from the Löwdin method, atoms 1 to 99: number 1, Sn, carries 1.08; number 2, C, carries -0.03; number 3, N, carries -0.11; number 4, C, carries -0.14; number 5, N, carries -0.01; number 6, C, carries -0.18; number 7, N, carries 0.14; number 8, C, carries -0.17; number 9, C, carries 0.03; number 10, C, carries 0.00; number 11, C, carries 0.04; number 12, C, carries -0.13; number 13, C, carries 0.04; number 14, C, carries -0.23; number 15, N, carries 0.22; number 16, N, carries 0.22; number 17, C, carries -0.22; number 18, O, carries 0.17; number 19, C, carries -0.13; number 20, C, carries 0.05; number 21, C, carries 0.00; number 22, C, carries 0.04; number 23, C, carries -0.15; number 24, C, carries -0.03; number 25, N, carries -0.10; number 26, C, carries -0.15; number 27, N, carries -0.01; number 28, C, carries -0.17; number 29, N, carries 0.14; number 30, C, carries 0.05; number 31, H, carries 0.14; number 32, H, carries 0.15; number 33, H, carries 0.15; number 34, H, carries 0.11; number 35, H, carries 0.13; number 36, H, carries 0.13; number 37, H, carries 0.15; number 38, H, carries 0.14; number 39, H, carries 0.14; number 40, H, carries 0.14; number 41, H, carries 0.15; number 42, H, carries 0.15; number 43, H, carries 0.14; number 44, H, carries 0.15; number 45, H, carries 0.13; number 46, H, carries 0.12; number 47, N, carries -0.40; number 48, S, carries 0.82; number 49, N, carries -0.34; number 50, S, carries 0.94; number 51, N, carries -0.35; number 52, S, carries 0.82; number 53, N, carries -0.41; number 54, C, carries -0.32; number 55, C, carries -0.08; number 56, C, carries -0.06; number 57, C, carries -0.02; number 58, C, carries -0.02; number 59, C, carries -0.05; number 60, C, carries -0.35; number 61, C, carries -0.07; number 62, C, carries -0.04; number 63, C, carries -0.03; number 64, C, carries -0.03; number 65, C, carries -0.05; number 66, C, carries -0.34; number 67, C, carries -0.05; number 68, C, carries -0.02; number 69, C, carries -0.02; number 70, C, carries -0.04; number 71, C, carries -0.05; number 72, C, carries -0.34; number 73, C, carries -0.06; number 74, C, carries -0.04; number 75, C, carries -0.02; number 76, C, carries -0.02; number 77, C, carries -0.06; number 78, C, carries -0.37; number 79, C, carries -0.06; number 80, C, carries -0.02; number 81, C, carries -0.04; number 82, C, carries -0.04; number 83, C, carries -0.07; number 84, C, carries -0.33; number 85, C, carries -0.07; number 86, C, carries -0.03; number 87, C, carries -0.03; number 88, C, carries -0.04; number 89, C, carries -0.05; number 90, H, carries 0.10; number 91, H, carries 0.13; number 92, H, carries 0.13; number 93, H, carries 0.13; number 94, H, carries 0.12; number 95, H, carries 0.12; number 96, H, carries 0.13; number 97, H, carries 0.13; number 98, H, carries 0.13; number 99, H, carries 0.10